A molecular structure, C4H8O3Rb. Source: the OMol25 dataset; level of theory: wB97M-V/def2-TZVPD.

Output
Energy   -406.72748 Eh
LUMO level   -3.5 eV
Molecular weight   189.57 g mol⁻¹
Net charge   +1

Each line ends with the Löwdin charge.
CARTESIAN COORDINATES (ANGSTROEM)
Rb (-3.122, -0.016, 0.727)  1.2826
C (1.298, -2.061, 1.601)  -0.0389
C (0.258, -1.079, 1.118)  -0.2169
O (0.600, -0.215, 0.045)  0.0661
C (-0.352, 0.409, -0.669)  -0.4649
O (-1.576, 0.485, -0.369)  -0.4624
O (0.336, 1.074, -1.640)  0.0345
C (-0.244, 2.338, -2.098)  -0.0038
H (0.858, -2.683, 2.381)  0.0910
H (2.258, -1.664, 1.933)  0.0926
H (1.596, -2.833, 0.892)  0.0888
H (0.056, -0.307, 1.860)  0.1332
H (-0.688, -1.601, 0.973)  0.1035
H (0.123, 2.654, -3.075)  0.1033
H (-0.074, 3.209, -1.466)  0.1026
H (-1.327, 2.290, -2.214)  0.0889

A molecular structure, C20H14F5N3OsSSe. Source: the OMol25 dataset; level of theory: wB97M-V/def2-TZVPD.

Output
Energy   -4323.78628 Eh
LUMO level (spin up / spin down)   -8.7 / -9.1 eV
Molecular weight   692.60 g mol⁻¹
Net charge   +2

Each line ends with the Löwdin charge.
CARTESIAN COORDINATES (ANGSTROEM)
Os (-0.225, 0.487, 0.756)  1.1535
S (1.853, -3.187, 2.012)  1.1571
C (0.909, -3.588, 0.623)  -0.3325
C (0.269, -2.521, 0.084)  -0.1825
C (0.524, -1.316, 0.801)  -0.3629
C (1.398, -1.553, 1.887)  -0.4903
C (1.760, -0.425, 2.739)  -0.2604
C (2.603, -0.441, 3.834)  0.0330
C (2.824, 0.744, 4.527)  0.0152
C (2.196, 1.908, 4.103)  -0.0020
C (1.363, 1.854, 3.001)  -0.1018
N (1.151, 0.720, 2.336)  -0.1197
H (0.881, -4.614, 0.290)  0.0933
H (-0.367, -2.615, -0.782)  0.0943
H (3.074, -1.365, 4.140)  0.1303
H (3.479, 0.757, 5.387)  0.1355
H (2.346, 2.847, 4.615)  0.1297
H (0.858, 2.741, 2.639)  0.1222
C (-4.673, -1.451, -1.919)  0.0209
C (-3.904, -0.614, -0.973)  -0.2314
C (-4.332, 0.330, -0.041)  0.0693
C (-3.194, 0.830, 0.562)  -0.2972
N (-2.101, 0.214, 0.042)  -0.1518
N (-2.569, -0.671, -0.880)  0.0830
C (-3.049, 1.898, 1.595)  -0.0085
H (-5.674, -1.049, -2.051)  0.1019
H (-4.768, -2.468, -1.534)  0.1076
H (-4.180, -1.497, -2.890)  0.1001
H (-5.349, 0.616, 0.165)  0.1406
H (-1.933, -1.137, -1.507)  0.1466
H (-3.975, 2.010, 2.154)  0.1038
H (-2.833, 2.857, 1.120)  0.1021
H (-2.254, 1.668, 2.307)  0.0636
F (3.501, -0.271, -5.570)  0.1930
C (2.939, 0.174, -4.469)  -0.1050
C (1.854, -0.501, -3.924)  -0.1281
F (1.370, -1.590, -4.505)  0.1593
C (1.275, -0.026, -2.769)  -0.2188
F (0.217, -0.687, -2.263)  0.0510
C (1.737, 1.109, -2.124)  -0.3956
Se (1.009, 1.909, -0.537)  0.9738
C (2.822, 1.768, -2.688)  -0.2473
F (3.283, 2.862, -2.089)  0.0999
C (3.428, 1.317, -3.847)  -0.1222
F (4.456, 1.968, -4.355)  0.1777

A molecular structure, C32H29BCrF2N4O3P. Source: the OMol25 dataset; level of theory: wB97M-V/def2-TZVPD.

Output
Energy   -3291.95623 Eh
LUMO level (spin up / spin down)   0.1 / 0.0 eV
Molecular weight   649.39 g mol⁻¹
2S+1   4
Expectation value of S²   3.83
Net charge   0

Each line ends with the Löwdin spin population.
CARTESIAN COORDINATES (ANGSTROEM)
Cr (0.967, 0.035, 1.698)  2.9982
C (1.296, -0.619, -2.885)  0.0004
C (0.954, -1.046, -1.491)  0.0028
O (0.846, -0.257, -0.555)  0.0125
N (0.769, -2.384, -1.317)  0.0016
C (0.497, -2.998, -0.029)  0.0011
C (1.676, -3.082, 0.925)  0.0048
C (2.521, -4.244, 0.922)  -0.0010
C (3.575, -4.259, 1.824)  0.0047
C (3.771, -3.171, 2.730)  -0.0007
C (2.874, -2.167, 2.672)  0.0046
N (1.860, -2.076, 1.785)  -0.0010
H (0.457, -0.048, -3.277)  0.0001
H (1.572, -1.390, -3.561)  0.0001
H (2.093, 0.059, -2.804)  0.0001
H (1.072, -2.958, -2.105)  0.0001
H (0.167, -3.947, -0.350)  0.0001
H (-0.348, -2.466, 0.374)  0.0003
H (2.347, -5.027, 0.179)  -0.0002
H (4.265, -5.109, 1.884)  0.0003
H (4.574, -3.199, 3.412)  -0.0002
H (2.910, -1.307, 3.374)  -0.0010
O (0.720, 1.891, 1.177)  0.0040
N (1.632, 2.509, 0.594)  -0.0012
N (2.734, 1.836, 0.542)  0.0220
O (2.814, 0.623, 1.083)  0.0361
C (3.832, 2.502, -0.184)  -0.0012
C (3.588, 3.465, -1.139)  0.0017
C (4.652, 4.074, -1.727)  -0.0003
C (5.952, 3.636, -1.520)  0.0026
C (6.167, 2.535, -0.711)  -0.0003
C (5.128, 2.009, 0.050)  0.0025
H (2.576, 3.725, -1.398)  0.0000
H (4.524, 4.891, -2.357)  -0.0001
H (6.820, 4.161, -1.882)  0.0002
H (7.168, 2.117, -0.491)  -0.0001
H (5.296, 1.112, 0.683)  0.0002
C (-5.670, 3.558, 0.443)  0.0003
C (-5.822, 2.522, -0.480)  0.0000
C (-4.759, 1.627, -0.624)  0.0003
C (-3.544, 1.787, 0.056)  0.0006
C (-3.486, 2.825, 1.033)  0.0003
C (-4.511, 3.683, 1.195)  0.0000
P (-1.947, 0.922, -0.163)  0.0022
C (-2.301, -0.012, -1.672)  0.0009
C (-2.706, -1.322, -1.848)  0.0000
C (-2.862, -1.874, -3.076)  0.0000
C (-2.699, -1.148, -4.217)  0.0001
C (-2.294, 0.218, -4.148)  0.0000
C (-2.086, 0.735, -2.843)  0.0001
C (-2.094, -0.341, 1.124)  0.0073
C (-3.303, -1.042, 1.288)  -0.0041
C (-3.432, -2.017, 2.239)  0.0143
C (-2.435, -2.154, 3.165)  -0.0026
C (-1.258, -1.470, 3.043)  0.0086
C (-1.019, -0.551, 2.025)  -0.0527
H (-6.406, 4.324, 0.483)  0.0000
H (-6.724, 2.361, -1.096)  0.0000
H (-4.751, 0.970, -1.527)  0.0000
H (-2.626, 2.964, 1.573)  0.0000
H (-4.447, 4.573, 1.734)  0.0000
H (-2.926, -1.974, -0.999)  -0.0001
H (-3.141, -2.930, -3.178)  0.0000
H (-2.859, -1.590, -5.167)  0.0000
H (-2.071, 0.757, -5.089)  0.0000
H (-1.695, 1.741, -2.864)  0.0000
H (-4.164, -0.901, 0.652)  -0.0007
H (-4.329, -2.615, 2.190)  0.0010
H (-2.538, -2.926, 3.974)  -0.0007
H (-0.441, -1.538, 3.733)  -0.0006
F (1.409, -0.516, 4.770)  -0.0179
B (1.014, 0.368, 3.831)  -0.0413
F (0.601, 1.560, 4.318)  -0.0089

A molecular structure, C44H59ClCuN3O5P3Si2. Source: the OMol25 dataset; level of theory: wB97M-V/def2-TZVPD.

Output
Energy   -5956.23034 Eh
LUMO level (spin up / spin down)   3.7 / 3.7 eV
Molecular weight   958.07 g mol⁻¹
2S+1   2
Expectation value of S²   0.76
Net charge   -2

Each line ends with the Löwdin spin population.
CARTESIAN COORDINATES (ANGSTROEM)
Cu (0.409, 0.828, -1.583)  0.5357
C (3.858, -0.010, 0.234)  0.0003
Si (2.801, 1.507, 0.538)  0.0059
C (3.098, 2.155, 2.333)  0.0033
C (3.549, 3.000, -0.414)  -0.0002
N (1.171, 1.305, 0.139)  0.0280
P (-0.262, 1.544, 0.840)  0.0203
C (-1.313, 1.477, -0.605)  0.0834
P (-2.588, 2.544, -1.159)  0.0310
N (-2.243, 3.289, -2.494)  -0.0003
Si (-1.338, 4.506, -3.208)  -0.0003
C (-0.102, 5.429, -2.056)  0.0000
C (-0.329, 3.825, -4.675)  -0.0001
C (-2.481, 5.829, -3.976)  0.0000
C (-3.637, 3.638, -0.041)  0.0107
C (-3.707, 3.226, 1.312)  0.0037
C (-4.511, 3.977, 2.177)  0.0001
C (-5.221, 5.098, 1.762)  0.0003
C (-5.150, 5.479, 0.413)  0.0006
C (-4.362, 4.776, -0.494)  0.0019
C (-4.031, 1.483, -1.543)  0.0008
C (-4.262, 1.296, -2.883)  0.0002
C (-5.422, 0.528, -3.236)  0.0001
C (-6.135, -0.156, -2.280)  0.0002
C (-5.821, -0.079, -0.907)  0.0001
C (-4.714, 0.741, -0.572)  0.0006
C (-0.634, 0.079, 1.884)  0.0013
C (-1.779, -0.656, 1.565)  0.0010
C (-2.010, -1.860, 2.178)  0.0002
C (-1.085, -2.455, 3.062)  0.0001
C (0.165, -1.837, 3.230)  0.0001
C (0.395, -0.578, 2.689)  0.0008
C (-0.283, 2.994, 1.968)  0.0007
C (-0.596, 2.747, 3.323)  0.0034
C (-0.332, 3.727, 4.297)  -0.0002
C (0.252, 4.914, 3.942)  0.0036
C (0.483, 5.172, 2.598)  -0.0005
C (0.222, 4.245, 1.569)  0.0035
H (4.481, -0.337, 1.081)  0.0000
H (4.560, 0.212, -0.574)  0.0001
H (3.237, -0.792, -0.142)  0.0001
H (4.171, 2.412, 2.402)  0.0005
H (2.849, 1.537, 3.218)  0.0000
H (2.652, 3.144, 2.463)  0.0001
H (4.599, 3.156, -0.208)  0.0000
H (3.025, 3.903, -0.097)  0.0000
H (3.343, 2.844, -1.480)  0.0000
H (0.644, 4.771, -1.661)  -0.0001
H (-0.536, 5.947, -1.172)  0.0000
H (0.482, 6.158, -2.641)  0.0000
H (0.305, 3.005, -4.429)  -0.0001
H (0.273, 4.634, -5.083)  0.0000
H (-1.025, 3.491, -5.432)  0.0000
H (-2.036, 6.806, -3.741)  0.0000
H (-3.507, 5.794, -3.558)  0.0000
H (-2.519, 5.770, -5.098)  0.0000
H (-3.132, 2.380, 1.674)  0.0022
H (-4.675, 3.620, 3.169)  0.0000
H (-5.851, 5.615, 2.478)  0.0000
H (-5.738, 6.362, 0.076)  0.0001
H (-4.311, 5.101, -1.552)  0.0001
H (-3.580, 1.693, -3.599)  0.0000
H (-5.855, 0.388, -4.271)  0.0000
H (-7.007, -0.675, -2.619)  0.0000
H (-6.470, -0.617, -0.210)  0.0000
H (-4.356, 0.764, 0.471)  0.0003
H (-2.479, -0.319, 0.804)  0.0003
H (-2.952, -2.316, 1.993)  0.0000
H (-1.389, -3.387, 3.574)  0.0000
H (0.960, -2.333, 3.779)  0.0000
H (1.369, -0.164, 2.855)  0.0002
H (-1.087, 1.828, 3.666)  0.0001
H (-0.665, 3.606, 5.334)  -0.0001
H (0.423, 5.666, 4.746)  0.0003
H (0.858, 6.165, 2.406)  -0.0001
H (0.531, 4.445, 0.560)  0.0001
O (3.146, 1.035, -4.594)  0.0165
N (2.487, 1.551, -3.728)  0.0057
O (2.241, 0.878, -2.578)  0.0247
Cl (0.969, -2.433, -4.725)  0.0076
C (-0.009, -2.622, -3.310)  0.0337
C (-0.043, -3.924, -2.779)  -0.0034
C (-0.879, -4.203, -1.724)  0.0348
C (-1.525, -3.164, -1.043)  -0.0011
C (-1.477, -1.871, -1.517)  0.0254
C (-0.724, -1.559, -2.713)  0.0150
C (-0.538, -0.185, -3.101)  0.0894
H (0.549, -4.658, -3.353)  -0.0010
H (-1.179, -5.242, -1.559)  0.0029
H (-2.120, -3.431, -0.155)  -0.0008
H (-2.025, -1.081, -1.050)  0.0010
H (-1.478, 0.410, -3.125)  -0.0005
H (0.073, 0.031, -3.962)  0.0058
C (6.490, -5.761, -1.092)  0.0000
C (5.023, -5.534, -0.936)  0.0000
O (4.617, -5.934, 0.395)  0.0000
P (3.066, -5.677, 0.955)  0.0001
O (2.328, -7.119, 0.850)  0.0000
C (1.465, -7.780, 1.854)  0.0000
C (0.144, -8.022, 1.122)  0.0001
O (3.493, -5.665, 2.528)  0.0000
C (4.294, -4.634, 3.219)  0.0000
C (4.528, -5.176, 4.583)  0.0000
H (6.810, -5.225, -1.995)  0.0000
H (6.616, -6.842, -1.159)  0.0000
H (7.119, -5.360, -0.266)  0.0000
H (4.495, -6.076, -1.651)  0.0000
H (4.752, -4.484, -0.984)  0.0000
H (1.360, -7.088, 2.693)  0.0000
H (2.043, -8.659, 2.195)  0.0000
H (-0.033, -7.151, 0.504)  0.0001
H (-0.704, -8.286, 1.778)  0.0000
H (0.269, -8.929, 0.530)  0.0000
H (3.682, -3.717, 3.194)  0.0000
H (5.221, -4.472, 2.693)  0.0000
H (3.587, -5.276, 5.149)  0.0000
H (5.213, -4.501, 5.151)  0.0000
H (5.009, -6.169, 4.597)  0.0000

> Among the records above, which one has the highest net charge?

C20H14F5N3OsSSe

Copy entry 1 word for word.
A molecular structure, C4H8O3Rb. Source: the OMol25 dataset; level of theory: wB97M-V/def2-TZVPD.

Output
Energy   -406.72748 Eh
LUMO level   -3.5 eV
Molecular weight   189.57 g mol⁻¹
Net charge   +1

Each line ends with the Löwdin charge.
CARTESIAN COORDINATES (ANGSTROEM)
Rb (-3.122, -0.016, 0.727)  1.2826
C (1.298, -2.061, 1.601)  -0.0389
C (0.258, -1.079, 1.118)  -0.2169
O (0.600, -0.215, 0.045)  0.0661
C (-0.352, 0.409, -0.669)  -0.4649
O (-1.576, 0.485, -0.369)  -0.4624
O (0.336, 1.074, -1.640)  0.0345
C (-0.244, 2.338, -2.098)  -0.0038
H (0.858, -2.683, 2.381)  0.0910
H (2.258, -1.664, 1.933)  0.0926
H (1.596, -2.833, 0.892)  0.0888
H (0.056, -0.307, 1.860)  0.1332
H (-0.688, -1.601, 0.973)  0.1035
H (0.123, 2.654, -3.075)  0.1033
H (-0.074, 3.209, -1.466)  0.1026
H (-1.327, 2.290, -2.214)  0.0889

> The lowest energy belongs to which entry?

C44H59ClCuN3O5P3Si2

> Which of these has the highest energy?

C4H8O3Rb